Formula: C7H13O
Source: the Open Molecules 2025 dataset
Level of theory: wB97M-V/def2-TZVPD

```
! RIJCOSX wB97M-V def2-TZVPD def2/J DEFGRID3
* xyz -1 1
C 1.07076 0.02575 -1.19389
C 1.94735 -2.24704 -0.35421
H 2.65205 -1.64782 0.23312
H 2.49322 -3.11824 -0.73610
H -3.24148 2.29842 2.31432
C 1.26082 -1.50265 -1.51464
O 0.97616 -2.88666 0.49330
H -3.47371 2.27584 0.61340
H 0.28100 -1.98221 -1.51235
C -2.66986 2.41873 1.37278
H 0.66006 0.59420 -2.03270
H -2.53597 3.51569 1.36804
H -1.15447 1.72232 -0.81594
C -0.79605 1.20163 0.07453
H 1.87512 -1.59372 -2.40765
H 2.13975 0.35565 -1.06463
H -1.12881 1.15845 2.17067
H 0.46512 -0.21718 0.96651
C -1.50777 1.51392 1.21224
C 0.27128 0.29200 0.02618
H 0.41543 -2.17709 0.78706
*
```

Values from the calculation:
* E_HOMO: -0.028 hartree
* E_LUMO: 3.99 eV
* energy: -349.68406 Ha
* energy above the lowest of the compared OMol25 structures with the same formula, charge and spin: 1.027 eV
* molecular weight: 113.180 g/mol
* frontier orbital gap: 4.76 eV

The computed Löwdin charges, all in e, follow: -0.291 -0.285 0.108 0.097 0.043 -0.206 -0.110 0.046 0.102 -0.241 0.088 0.031 0.089 -0.244 0.085 0.079 0.054 0.059 -0.300 -0.240 0.036

---

Formula: C8H14F3NO
Source: the Open Molecules 2025 dataset
Level of theory: wB97M-V/def2-TZVPD

```
! RIJCOSX wB97M-V def2-TZVPD def2/J DEFGRID3
* xyz 0 1
H -0.47159 -1.54536 0.64269
H -0.61892 2.66348 1.44565
N -0.20579 -0.83001 -0.18237
C 2.21381 -0.10510 -0.52981
H -0.87244 3.18090 -0.22593
F -2.45354 -1.47633 1.21927
C -1.45090 -0.00805 -0.40018
C -0.73627 2.24839 0.34321
C -2.54838 -1.02689 -0.17150
O 1.63016 -2.09245 0.85154
H 1.67864 -2.15645 -1.07963
H 1.92946 0.07798 -1.55387
C 0.55221 1.67863 -0.33636
H 2.98082 -2.94680 1.53938
H -1.52205 0.82704 1.47425
H -1.73748 0.34217 -1.51191
H 0.43526 1.98221 -1.38014
H 3.35100 -2.19011 -0.57831
C 2.37125 -1.65449 -0.44145
H 1.06265 0.09620 1.25164
F -2.57923 -2.11779 -0.95441
H -2.70588 1.45025 0.35641
C -1.62892 1.05727 0.51697
H 2.90903 0.46685 -0.03925
H 1.45661 2.23638 -0.09308
F -3.84958 -0.41371 -0.31038
C 0.81010 0.25579 0.14759
*
```

Values from the calculation:
* E_HOMO: -0.331 hartree
* E_LUMO: -1.36 eV
* energy: -742.55022 Ha
* energy above the lowest of the compared OMol25 structures with the same formula, charge and spin: 7.752 eV
* molecular weight: 197.200 g/mol
* frontier orbital gap: 7.63 eV

The computed Löwdin charges, all in e, follow: 0.169 0.146 0.034 -0.124 0.105 0.029 -0.289 -0.172 -0.416 -0.274 0.075 0.107 -0.170 0.317 0.081 0.214 0.121 0.099 -0.228 0.162 0.151 0.167 -0.219 0.077 0.114 0.038 -0.312

---

Formula: C31H43B3Cl4F2N4O8S3
Source: the Open Molecules 2025 dataset
Level of theory: wB97M-V/def2-TZVPD

```
! RIJCOSX wB97M-V def2-TZVPD def2/J DEFGRID3
* xyz 0 1
B 3.49531 2.15419 -0.45142
C -8.04552 3.48285 2.76845
H 6.45632 0.79495 -2.93529
C 2.07009 2.07515 0.42572
H 8.43549 -3.83143 -0.88280
H -7.65781 4.82949 1.10359
O 3.57937 2.52527 -1.87772
C -1.52135 -3.80016 -1.54602
C -0.05169 -3.57146 -2.30074
S 6.75392 -4.18966 -4.36167
H 2.43072 -5.20230 -2.88304
H -4.67443 -2.52375 1.76051
H 8.52728 -1.10596 -0.18674
S -2.12760 0.35557 0.24866
C 0.73192 1.22593 -0.10866
H -1.14424 0.68026 4.56507
C 7.06147 -0.00157 -2.31432
C -0.58384 1.28535 0.88275
Cl -5.62331 4.68324 2.29531
C 7.47021 -3.14727 -0.72378
Cl -9.19531 -3.50296 -2.53613
C 6.20090 -1.39488 -2.02132
H -4.14876 2.12466 2.54670
H -2.07928 -4.83018 -1.58690
H -2.99239 3.85932 5.02831
C 2.61736 -3.11680 -4.02892
N 7.03743 -2.65342 -2.08560
H 5.42725 -1.46730 -2.92785
B -1.93769 2.11652 3.30525
C -3.35133 2.90370 2.97254
C -2.19303 -2.52467 -0.73997
C 0.02059 5.08510 4.04259
C -0.59200 2.11434 2.33533
C 0.07785 -0.81170 -1.44481
Cl -8.94780 -2.03439 0.53982
H -4.80931 4.20519 4.34252
H -9.13278 3.60111 2.78207
C 3.22945 -4.48361 -3.36233
H 7.21507 0.48933 -1.23698
H -10.48211 -3.76571 0.06099
C 4.55230 0.59820 1.03093
N -4.96477 -3.06843 -0.83475
N 0.70467 3.71269 4.19918
O 1.74655 1.54987 -4.34220
H 3.71990 -5.10247 -4.25462
B -3.66849 -2.80597 -0.03233
H -0.88144 0.76800 -2.89142
O 4.74152 1.85165 0.28438
C 2.21869 -1.93849 -2.96098
H 6.92163 -1.50340 0.81032
C -8.66356 -4.27402 -1.02122
C 2.08718 4.05258 4.71452
C 0.74069 2.96664 2.87833
C 0.84572 2.13998 -3.55088
H 5.62872 0.19200 1.29444
H -4.80917 -3.85155 -1.52836
F 2.66245 5.37913 4.27664
O 0.61745 3.60512 -3.76618
H -8.86680 -5.34407 -1.12307
O -3.78569 -2.85924 1.44186
H 6.69286 -3.81923 -0.16445
H -5.28119 -2.19700 -1.32011
C 6.18585 -3.65815 -2.83496
C -7.39898 4.71773 2.16090
Cl -7.70041 2.01017 1.82644
H 3.00533 -1.78485 -2.08709
H -7.58108 -4.14026 -0.93336
H 3.91620 0.71343 2.01868
H -4.26576 2.46983 5.06273
C -1.37514 -1.10344 -0.71005
H 5.55552 -1.34809 -1.04686
F -0.64364 5.60265 5.29223
H 0.35972 -4.52130 -2.87867
H 1.70451 -3.32420 -4.73866
O 0.02144 5.75767 2.87326
H -7.70797 3.31485 3.79587
H -0.59620 2.25776 -1.76865
H 3.14883 3.43536 -1.99785
H 3.48141 -2.66661 -4.71804
H -7.73859 5.61262 2.69054
C -3.93399 3.43423 4.44550
H -0.32530 3.68616 -4.11348
H 8.54258 -2.37394 1.22650
O 2.84866 3.27028 5.50016
H 2.23814 -0.91501 -3.57524
C 7.91440 -1.95969 0.33003
C -9.39638 -3.72349 0.19202
H 3.05694 3.52961 2.14992
C 2.06754 2.93300 1.86064
H -3.16732 3.81151 2.25212
O -1.87142 1.37478 4.61356
H -9.13733 -4.30788 1.07953
C -0.03601 1.40108 -2.38259
H 8.13749 -0.19708 -2.73031
H 4.05542 -0.17587 0.30584
N 0.80865 0.51556 -1.44287
C 0.75528 -2.11623 -2.24249
S 4.56599 -4.21652 -2.07847
*
```

Values from the calculation:
* E_HOMO: -0.312 hartree
* E_LUMO: -1.36 eV
* energy: -5336.81954 Ha
* molecular weight: 908.150 g/mol
* frontier orbital gap: 7.13 eV
* structure (SMILES): CCB(O)c1c(N(C(=O)F)C(=O)F)cc(B(O)OC)c2c1Sc1c(B(N)O)ccc(CCCSC(=S)N(CC)CC)c1N2CC(=O)O.ClCCCl.ClCCCl

The computed Löwdin charges, all in e, follow: -0.445 -0.653 0.086 0.056 0.134 0.070 0.059 -0.004 0.004 0.597 0.076 0.112 0.079 0.864 -0.099 0.117 -0.089 -0.283 0.654 -0.244 0.529 -0.258 0.113 0.096 0.077 -0.242 -0.244 0.115 -0.377 -0.224 -0.058 -0.153 0.040 -0.113 0.522 0.005 0.073 -0.483 0.069 0.069 -0.100 0.077 0.055 0.002 0.087 -0.453 0.150 -0.074 -0.196 0.064 -0.669 -0.181 -0.069 -0.242 0.097 0.079 -0.006 -0.032 0.072 0.031 0.105 0.080 -0.990 -0.623 0.534 0.097 0.042 0.112 0.098 -0.313 0.098 0.007 0.079 0.123 0.058 0.071 0.145 0.129 0.122 0.075 -0.171 0.124 0.085 0.061 0.117 -0.106 -0.664 0.126 0.088 0.079 0.017 0.072 -0.087 0.086 0.099 -0.074 -0.030 0.790